Entry 1:
ORCA calculation (ωB97M-V/def2-TZVPD) on 2 unconnected molecules or ions with the total composition C5H16N2O at a distorted geometry.

```
! RIJCOSX wB97M-V def2-TZVPD def2/J DEFGRID3
* xyz 0 1
C 0.835 1.815 -1.225
C 0.338 0.601 -0.465
C 1.424 0.020 0.449
N 0.967 -1.041 1.307
N -0.908 0.801 0.319
C -1.263 2.173 0.661
C -2.028 0.176 -0.384
H 0.198 2.052 -2.073
H 0.906 2.690 -0.577
H 1.851 1.592 -1.555
H 0.128 -0.199 -1.157
H 1.818 0.888 1.005
H 2.271 -0.256 -0.177
H 1.569 -1.070 2.112
H -0.013 -0.920 1.517
H -0.405 2.770 0.916
H -1.894 2.643 -0.113
H -1.964 2.133 1.504
H -1.850 -0.891 -0.456
H -2.962 0.304 0.167
H -2.149 0.552 -1.410
O 1.241 -5.771 -0.401
H 1.163 -4.829 -0.229
H 0.728 -6.233 0.263
*
```

Properties
- HOMO energy (Eh) = -0.3124
- frontier orbital gap (eV) = 9.4
- max |F| (hartree/bohr) = 0.0326

---

Entry 2:
ORCA calculation (ωB97M-V/def2-TZVPD) on 2 unconnected molecules or ions with the total composition C4H8N4O at a distorted geometry.

```
! RIJCOSX wB97M-V def2-TZVPD def2/J DEFGRID3
* xyz 0 1
H -1.073 0.083 -0.082
N -0.256 0.085 0.526
C 0.788 0.223 -0.158
C 1.051 0.365 -1.655
C 2.548 0.487 -1.673
N 3.074 0.436 -0.508
N 2.057 0.281 0.397
H 0.684 -0.515 -2.213
H 0.543 1.250 -2.069
H 3.172 0.605 -2.551
H 2.261 0.216 1.392
C -2.651 -1.264 0.904
N -2.728 -0.046 1.238
O -2.038 0.197 2.418
H -2.105 -1.994 1.500
H -3.147 -1.558 -0.014
H -2.179 1.148 2.547
*
```

Properties
- HOMO energy (Eh) = -0.3127
- frontier orbital gap (eV) = 9.4
- max |F| (hartree/bohr) = 0.0234

---

Entry 3:
ORCA calculation (ωB97M-V/def2-TZVPD) on a gas-phase ion, C4H8NO2 (charge +1) at a distorted geometry.

```
! RIJCOSX wB97M-V def2-TZVPD def2/J DEFGRID3
* xyz 1 1
N -0.258 -0.319 2.385
C -0.501 -0.879 1.192
C -0.053 -0.635 -0.113
C 0.967 0.362 -0.689
O 1.293 1.283 0.230
C -0.250 0.650 -1.458
O -0.394 0.038 -2.627
H -0.803 -0.613 3.248
H 0.503 0.266 2.540
H -1.231 -1.769 1.073
H -0.161 -1.580 -0.641
H 1.784 -0.222 -1.182
H 1.370 2.167 -0.086
H -0.947 1.555 -1.224
H -1.319 -0.305 -2.649
*
```

Properties
- HOMO energy (Eh) = -0.5040
- frontier orbital gap (eV) = 8.9
- max |F| (hartree/bohr) = 0.0712

---

Entry 4:
ORCA calculation (ωB97M-V/def2-TZVPD) on a gas-phase ion, C4H11N4 (charge +1) at a distorted geometry.

```
! RIJCOSX wB97M-V def2-TZVPD def2/J DEFGRID3
* xyz 1 1
C -2.361 0.357 -0.930
C -1.134 0.200 -0.117
C -1.161 -0.257 1.319
N -0.077 0.372 -0.782
N 1.275 -0.123 -0.152
C 1.407 -1.572 -0.061
N 2.307 0.552 -0.110
N 2.478 1.845 -0.249
H -2.726 -0.709 -1.096
H -3.237 0.689 -0.240
H -2.217 0.791 -1.857
H -0.202 0.004 1.808
H -1.551 -1.302 1.248
H -1.904 0.335 1.851
H 2.112 -2.038 -0.808
H 0.298 -1.981 0.008
H 1.643 -1.750 0.906
H 1.652 2.368 -0.518
H 3.398 2.219 -0.221
*
```

Properties
- HOMO energy (Eh) = -0.5298
- frontier orbital gap (eV) = 10.4
- max |F| (hartree/bohr) = 0.1006